Record 1
A gas-phase ion, C3H6NOS (charge -1). Source: OMol25; level of theory: ωB97M-V/def2-TZVPD.

XYZ file:
```
12
Properties=species:S:1:pos:R:3:mulliken_charge:R:1
N 1.51464 -0.35895 -1.12464 -0.37
C 0.63038 0.67657 -1.26280 0.38
O 0.83180 1.55920 -2.09176 -0.67
C -0.57083 0.56281 -0.39072 -0.33
C -0.26204 0.27034 1.09370 -0.82
S -1.02333 -1.26981 1.74035 -0.68
H 2.34790 -0.25582 -1.67892 0.22
H 1.54586 -1.00079 -0.34766 0.25
H -1.22704 1.43709 -0.47463 0.24
H -1.16713 -0.27481 -0.78270 0.25
H -0.60128 1.11407 1.69269 0.25
H 0.81232 0.18535 1.24590 0.27
```

Results
- energy above the lowest of the compared OMol25 structures with the same formula, charge and spin (kJ/mol) = 38.3
- charge = -1
- LUMO (Eh) = 0.1433

Record 2
A molecular structure, C30H59BN9O5SeW. Source: OMol25; level of theory: ωB97M-V/def2-TZVPD.

XYZ file:
```
106
Properties=species:S:1:pos:R:3:mulliken_charge:R:1
W 0.41182 -0.58664 0.13979 3.00
C -0.68466 4.44458 -2.15480 -1.37
C 0.24762 3.38066 -1.67611 0.46
C 1.60850 3.29506 -1.82224 -1.39
C 2.00813 2.09635 -1.22519 -0.20
N 0.92358 1.50139 -0.66798 0.21
N -0.14357 2.29222 -1.00495 0.54
B -1.55738 1.92152 -0.60152 -1.97
N -2.02902 0.63505 -1.28735 0.52
N -1.58158 -0.59837 -0.90051 0.69
C -2.32986 -1.50759 -1.57578 -0.68
C -3.20230 -0.80975 -2.42204 -1.11
C -2.99235 0.52896 -2.20667 0.40
C -3.67920 1.69409 -2.83480 -1.42
C -2.40110 -3.05678 -1.54369 2.93
C -3.89285 -3.46356 -1.61965 -1.94
C -1.86996 -3.82252 -0.32805 -1.85
C -1.69213 -3.59407 -2.79928 -2.02
N -1.65381 1.77919 0.92185 -0.31
N -0.95186 0.84917 1.64927 0.29
C -1.38635 1.00251 2.93110 -0.36
C -2.34912 2.01146 2.97693 -1.17
C -2.49273 2.47836 1.69346 0.41
C -3.39529 3.55720 1.19142 -1.58
C -1.00520 0.25196 4.21071 2.66
C 0.44849 -0.22153 4.22386 -0.77
C -2.00542 -0.89143 4.47652 -1.60
C -1.14280 1.20744 5.41277 -2.21
C 3.48211 1.69060 -1.30766 2.89
C 3.82008 0.23428 -1.02466 -1.99
C 3.94460 1.95071 -2.75534 -1.96
C 4.29929 2.61276 -0.37705 -1.59
H -0.11225 5.21690 -2.66615 0.47
H -1.22409 4.91151 -1.32926 0.19
H -1.42492 4.05193 -2.85471 0.17
H 2.23787 4.00561 -2.33397 0.58
H -2.28704 2.79603 -0.94649 -0.12
H -3.92693 -1.22650 -3.09705 0.55
H -4.37121 1.33357 -3.59359 0.47
H -2.97019 2.36685 -3.32016 0.17
H -4.24460 2.27536 -2.10508 0.19
H -4.46189 -3.02464 -0.79604 0.42
H -3.96471 -4.55178 -1.54168 0.46
H -4.37374 -3.18510 -2.55573 0.38
H -2.46955 -3.63121 0.57035 0.40
H -0.81794 -3.65437 -0.12202 0.06
H -1.98516 -4.88756 -0.54009 0.65
H -2.05600 -3.09885 -3.70131 0.31
H -1.88260 -4.66658 -2.90068 0.50
H -0.61309 -3.44243 -2.74552 0.37
H -2.87081 2.37647 3.84683 0.51
H -3.90994 4.01409 2.03513 0.45
H -4.15003 3.15813 0.50992 0.23
H -2.84476 4.33701 0.66376 0.20
H 0.78975 -0.60596 3.26786 -0.28
H 0.59218 -0.99749 4.98372 0.50
H 1.10219 0.61235 4.49582 0.49
H -1.95657 -1.72846 3.77471 0.36
H -3.02820 -0.51024 4.45716 0.38
H -1.81817 -1.30879 5.47061 0.42
H -0.60019 2.13970 5.24725 0.46
H -0.72247 0.71993 6.29538 0.42
H -2.18195 1.44623 5.64343 0.50
H 3.53076 -0.43151 -1.83611 0.17
H 3.36779 -0.14323 -0.12813 0.30
H 4.90586 0.14239 -0.90761 0.84
H 3.27883 1.46180 -3.46986 0.22
H 4.94792 1.54071 -2.88818 0.50
H 3.99166 3.01525 -2.99459 0.44
H 4.28086 2.27888 0.66566 0.27
H 3.94236 3.64232 -0.40417 0.27
H 5.34549 2.60840 -0.69361 0.50
N 1.92025 0.95407 1.78632 -0.60
C 3.02808 0.43370 2.59080 -0.84
C 3.24623 -1.07433 2.34916 -0.80
N 2.16084 -1.66867 1.54860 -0.89
C 1.64142 -2.95408 2.03972 -0.81
C 0.15367 -2.90003 2.39288 -0.39
N -0.58817 -1.89447 1.59011 -0.90
H 1.19482 1.39178 2.33859 0.25
H 2.24685 1.65744 1.15072 0.19
H 3.94586 0.96809 2.35221 0.43
H 2.84257 0.61490 3.64433 0.43
H 4.19699 -1.25904 1.85118 0.44
H 3.28868 -1.58301 3.30978 0.59
H 2.59604 -1.86797 0.64171 -0.25
H 1.83956 -3.73269 1.30928 -0.11
H 2.18386 -3.25066 2.93590 0.71
H -0.30593 -3.87589 2.24001 0.67
H 0.02795 -2.66354 3.44261 0.37
H -1.18242 -2.40545 0.96391 -0.33
H -1.21827 -1.34844 2.14573 0.24
O 2.80667 -4.22335 -2.90712 -0.39
Se 2.08514 -3.68505 -1.35824 0.84
O 1.68953 -3.20505 -3.00532 -0.26
O 0.61250 -2.15519 -0.60357 1.20
O 3.28346 -2.74503 -0.81184 -0.65
C 0.12793 0.83371 -4.15579 -1.08
C 0.45618 -0.52131 -3.57896 0.34
O 1.27476 -0.35495 -2.39835 0.03
H -0.47118 1.42928 -3.46683 -0.04
H -0.43949 0.72190 -5.08536 0.50
H 1.04528 1.38683 -4.38013 0.22
H 1.01237 -1.11635 -4.29919 0.59
H -0.43850 -1.07705 -3.30740 -0.53
H 1.93620 -1.05007 -2.41367 -0.11
```

Results
- charge = +1
- LUMO (Eh) = -0.0853

For each record above, in turn, the calculated HOMO energy values are -2.599, -9.773 eV.
For each record above, in turn, the calculated molar mass values are 104.15, 899.47 g mol⁻¹.
For each record above, in turn, the calculated energy values are -17582.668, -123557.872 eV.